The following is a quantum chemistry calculation of a single C5H6O molecule, from the OMol25 dataset.

Geometry as XYZ:
```
12
Properties=species:S:1:pos:R:3:mulliken_charge:R:1
C -2.354 0.236 0.080 -0.7254
C -1.188 -0.275 0.472 0.1037
O -0.235 -0.732 -0.394 -0.3434
C 1.074 -0.585 0.157 -0.2392
C 1.722 0.743 0.041 -0.2821
C 2.204 -0.206 -0.705 -0.3432
H -3.078 0.572 0.820 0.2395
H -2.607 0.325 -0.976 0.2540
H -0.905 -0.368 1.528 0.2787
H 1.150 -1.232 1.039 0.3585
H 1.682 1.800 0.290 0.3516
H 2.945 -0.489 -1.446 0.3472
```

Calculated values
**Orbital gap**: 10.075 eV
**SMILES**: C=COC1C=C1
**E_tot**: -269.2258 Ha
**Total charge**: 0
**Relative energy (zero: lowest compared OMol25 entry of this formula, charge and spin)**: 316.21 kJ/mol
**2S+1**: 1
**E_HOMO**: -8.84 eV